The following is a DFT calculation (ωB97M-V/def2-TZVPD) of 22 unconnected molecules or ions with the total composition C9H60NO22 in a non-equilibrium geometry.

Computed properties:
Orbital gap, eV: 5.018
Total charge: -1
HOMO energy, eV: -3.9
E_tot, hartree: -2088.92847

Last columns: bonded neighbours and bond lengths (Å).
Element x y z (Å)
1 C -0.59 -2.54 -0.14  C2 1.527, H12 1.090, H13 1.090, H14 1.090
2 C -0.36 -1.13 0.42  C1 1.527, C3 1.550, N7 1.493, C11 1.514
3 C 0.80 -1.28 1.44  C2 1.550, C4 1.481, H15 1.090, H16 1.090
4 C 1.36 0.00 1.91  C3 1.481, C5 1.555, H17 1.090, H18 1.090
5 C 1.74 0.93 0.73  C4 1.555, C6 1.557, H19 1.090, H20 1.090
6 C 0.65 1.18 -0.35  C5 1.557, N7 1.513, C9 1.542, C10 1.567
7 N 0.05 -0.18 -0.65  C2 1.493, C6 1.513, O8 1.475
8 O -0.83 -0.24 -1.83  N7 1.475
9 C 1.45 1.70 -1.56  C6 1.542, H21 1.090, H22 1.090, H23 1.090
10 C -0.42 2.18 0.23  C6 1.567, H24 1.090, H25 1.090, H26 1.090
11 C -1.58 -0.73 1.22  C2 1.514, H27 1.090, H28 1.090, H29 1.090
12 H -0.58 -3.34 0.59  C1 1.090
13 H 0.09 -2.86 -0.93  C1 1.090
14 H -1.57 -2.66 -0.59  C1 1.090
15 H 1.73 -1.70 1.06  C3 1.090
16 H 0.50 -1.87 2.31  C3 1.090
17 H 2.17 -0.08 2.64  C4 1.090
18 H 0.57 0.51 2.47  C4 1.090
19 H 2.75 0.71 0.37  C5 1.090
20 H 2.03 1.87 1.20  C5 1.090
21 H 0.69 2.15 -2.21  C9 1.090
22 H 2.02 0.85 -1.92  C9 1.090
23 H 2.18 2.45 -1.24  C9 1.090
24 H -1.26 2.08 -0.46  C10 1.090
25 H -0.07 3.21 0.23  C10 1.090
26 H -0.85 2.05 1.22  C10 1.090
27 H -1.29 -0.07 2.04  C11 1.090
28 H -2.06 -1.58 1.72  C11 1.090
29 H -2.36 -0.18 0.69  C11 1.090
30 O -4.55 2.93 0.46  H31 0.957, H32 0.957
31 H -4.73 3.74 -0.01  O30 0.957
32 H -4.18 2.34 -0.20  O30 0.957
33 O -1.11 4.55 -3.19  H34 0.957, H35 0.957
34 H -0.17 4.61 -3.00  O33 0.957
35 H -1.22 5.07 -3.99  O33 0.957
36 O -3.66 -0.57 -1.42  H37 0.957, H38 0.957
37 H -2.72 -0.41 -1.50  O36 0.957
38 H -3.75 -1.01 -0.57  O36 0.957
39 O 0.07 -4.68 2.66  H40 0.957, H41 0.957
40 H 0.31 -3.95 3.23  O39 0.957
41 H -0.35 -5.31 3.24  O39 0.957
42 O 3.77 4.75 -1.20  H43 0.957, H44 0.957
43 H 4.11 3.87 -1.35  O42 0.957
44 H 4.50 5.32 -1.44  O42 0.957
45 O 1.28 -5.31 0.44  H46 0.957, H47 0.957
46 H 0.85 -5.00 1.24  O45 0.957
47 H 0.56 -5.62 -0.11  O45 0.957
48 O 4.64 -1.77 0.37  H49 0.957, H50 0.957
49 H 4.43 -2.69 0.21  O48 0.957
50 H 4.97 -1.45 -0.47  O48 0.957
51 O 2.15 5.21 0.81  H52 0.957, H53 0.957
52 H 2.12 4.42 0.26  O51 0.957
53 H 2.91 5.69 0.49  O51 0.957
54 O -3.87 -3.67 -2.21  H55 0.957, H56 0.957
55 H -3.16 -3.35 -2.76  O54 0.957
56 H -3.42 -4.10 -1.47  O54 0.957
57 O -2.57 2.04 -3.24  H58 0.957, H59 0.957
58 H -2.03 1.53 -2.62  O57 0.957
59 H -2.16 2.90 -3.25  O57 0.957
60 O -2.86 2.47 2.69  H61 0.957, H62 0.957
61 H -2.27 1.75 2.48  O60 0.957
62 H -3.34 2.62 1.88  O60 0.957
63 O -0.52 -1.38 4.71  H64 0.957, H65 0.957
64 H 0.32 -0.94 4.65  O63 0.957
65 H -1.11 -0.72 5.08  O63 0.957
66 O 2.30 -3.12 4.57  H67 0.957, H68 0.957
67 H 2.07 -2.24 4.28  O66 0.957
68 H 2.90 -3.44 3.89  O66 0.957
69 O 1.39 5.41 -2.52  H70 0.957, H71 0.957
70 H 1.41 6.33 -2.27  O69 0.957
71 H 2.15 5.02 -2.09  O69 0.957
72 O -1.55 -2.74 -3.33  H73 0.957, H74 0.957
73 H -0.73 -3.22 -3.47  O72 0.957
74 H -1.39 -2.21 -2.55  O72 0.957
75 O 0.86 -4.51 -3.38  H76 0.957, H77 0.957
76 H 0.39 -4.84 -2.61  O75 0.957
77 H 1.21 -3.67 -3.10  O75 0.957
78 O 0.20 -0.17 -4.77  H79 0.957, H80 0.957
79 H 0.01 -0.07 -3.84  O78 0.957
80 H -0.63 0.00 -5.21  O78 0.957
81 O -1.78 5.45 -0.64  H82 0.957, H83 0.957
82 H -0.94 5.86 -0.44  O81 0.957
83 H -1.65 5.00 -1.47  O81 0.957
84 O 1.90 -2.11 -2.44  H85 0.957, H86 0.957
85 H 1.43 -1.60 -1.78  O84 0.957
86 H 2.75 -1.69 -2.51  O84 0.957
87 O -2.80 -4.58 2.20  H88 0.957, H89 0.957
88 H -2.62 -4.94 3.07  O87 0.957
89 H -1.95 -4.28 1.89  O87 0.957
90 O 1.85 0.06 5.53  H91 0.957, H92 0.957
91 H 1.59 0.25 6.43  O90 0.957
92 H 1.43 0.75 5.01  O90 0.957

Quick look at the Löwdin charges, all values in e: -0.0300 -0.4604 -0.1571 -0.2016 -0.1326 -0.4521 -0.1345 -0.2771 -0.0132 0.0002 -0.0224 0.0505 0.0657 0.0699 0.1197 0.0881 0.1052 0.0860 0.0994 0.1029 0.0811 0.0810 0.0488 0.0742 0.0680 0.0480 0.0477 0.0903 0.0737 -0.0356 0.0510 0.0414 -0.0502 0.0005 0.0686 -0.0634 -0.0394 0.0110 -0.0349 0.0426 0.0728 -0.0399 0.0691 0.0734 -0.0673 -0.0530 0.0241 -0.0520 0.0335 0.0245 -0.0609 -0.0096 0.0097 -0.0721 -0.0282 0.0078 -0.0619 -0.0245 -0.0276 -0.0622 -0.0211 -0.0198 -0.0433 -0.0296 0.0423 -0.0356 -0.0043 0.0425 -0.0375 0.0590 -0.0071 -0.0435 0.0082 -0.0105 -0.0546 0.0244 -0.0217 -0.0759 -0.0250 0.0242 -0.0593 0.0140 -0.0246 -0.0359 0.0066 0.0445 -0.0479 0.0195 -0.0157 -0.0357 0.0555 0.0411